No. 1
This record from OMol25 describes a structure of composition C9H5IrN5OS4. The level of theory is wB97M-V/def2-TZVPD.

Geometry as XYZ:
```
25
C9H5IrN5OS4, DFT wB97M-V/def2-TZVPD
C -3.870 0.168 -0.332
C -3.657 1.808 -1.894
H -1.624 2.399 -2.372
N -0.382 -0.722 0.671
H -4.504 -0.479 0.262
N -4.448 1.020 -1.173
C 3.515 -0.188 -0.590
S 2.011 1.619 0.594
C -0.011 -1.630 1.559
C -2.494 0.111 -0.217
C 3.471 0.737 0.373
H -1.186 -2.916 2.742
C -2.272 1.761 -1.789
N -1.699 0.905 -0.944
S 4.903 1.022 1.321
N -1.111 -2.188 2.047
O 7.010 -0.479 0.778
N -2.230 -1.665 1.497
S 2.108 -0.441 -1.547
C 5.891 -0.223 0.480
H -4.134 2.500 -2.577
Ir 0.462 0.600 -0.560
S 5.003 -1.056 -0.843
C -1.752 -0.782 0.670
H 0.998 -1.881 1.843
```

Summary:
**LUMO level**: -5.28 eV
**E**: -65085.6315 eV
**Relative energy (zero: lowest compared OMol25 entry of this formula, charge and spin)**: 0.811 eV
**Largest force on an atom**: 0.0142 Eh/bohr
**Total charge**: +1

Charges per atom according to Löwdin partitioning, unit e:
1. C -0.023
2. C -0.060
3. H 0.125
4. N -0.077
5. H 0.135
6. N 0.132
7. C -1.141
8. S 0.595
9. C -0.063
10. C -0.183
11. C -1.141
12. H 0.183
13. C -0.057
14. N -0.038
15. S 1.001
16. N 0.077
17. O 0.003
18. N 0.178
19. S 0.595
20. C -0.956
21. H 0.127
22. Ir 0.714
23. S 1.001
24. C -0.289
25. H 0.161


No. 2
This record from OMol25 describes a structure of composition C51H36AuN3O2P2S. The level of theory is wB97M-V/def2-TZVPD.

Geometry as XYZ:
```
96
C51H36AuN3O2P2S, DFT wB97M-V/def2-TZVPD
C 2.796 -1.935 2.695
C 5.921 0.155 -0.191
C 0.052 1.946 -2.316
H -0.444 -6.120 3.969
C 2.927 3.427 2.627
C 1.310 2.521 -2.135
C 1.887 1.997 -4.404
C -1.575 -0.883 4.619
C -1.705 3.748 -0.916
C 2.406 3.274 3.908
C -1.478 -1.371 -1.631
C -1.935 -0.073 5.742
H 1.268 0.098 3.670
H 4.723 0.358 1.554
N -1.195 -3.420 4.793
C 1.794 2.083 4.272
C -2.107 4.315 0.290
H 0.562 -6.879 2.745
H -5.719 -0.297 -4.858
C -0.312 -2.645 0.641
C -2.585 5.615 0.320
C -3.511 -2.046 -3.386
C 0.360 -5.937 3.258
H -5.674 1.790 -2.616
C -2.454 -2.911 -3.251
C 0.811 -2.668 1.522
H -1.880 -5.567 1.393
C 1.826 -1.680 1.740
C 0.640 1.420 -4.590
O -1.464 0.806 3.091
C 3.517 -0.084 -0.189
C -4.665 -0.064 -3.005
H 2.631 -0.512 -2.106
C -1.251 -3.650 0.625
P -1.121 2.047 -0.943
H -5.344 -3.044 -3.863
Au 0.117 1.551 0.985
C 2.219 2.555 -3.176
H 3.270 2.519 0.723
C -1.126 -4.795 1.438
C 1.716 1.036 3.368
H 2.486 -6.038 3.836
H 6.878 -0.090 -2.094
C -0.045 -4.879 2.270
C -3.711 1.698 -1.725
H -2.405 -3.852 -3.780
C -4.778 -2.170 -4.189
H -6.526 -1.028 -3.486
C 4.716 0.159 0.490
H -3.018 7.370 -0.829
C 1.627 -5.375 3.950
H -2.109 -3.566 -0.027
C -1.368 -2.289 4.719
H -3.791 2.728 -1.407
H -2.289 6.375 -2.969
O 1.019 -0.949 -0.729
C 0.888 -3.822 2.310
H 2.477 4.085 4.619
C -5.549 -0.851 -3.934
C -2.543 1.006 -1.452
C -4.800 1.176 -2.455
H 0.375 0.996 -5.549
H 1.472 -5.233 5.020
S -0.449 -1.145 -0.255
N -2.204 0.579 6.646
H -0.665 -3.275 -2.117
C 2.273 1.154 2.075
H -2.898 6.053 1.257
H 4.766 -0.510 -3.301
H 1.574 2.965 -1.181
C 2.851 2.394 1.714
H -2.049 3.742 1.210
H 3.638 -3.225 4.204
H -4.551 -2.321 -5.244
C -1.772 4.493 -2.095
C -2.652 6.353 -0.853
H -1.450 4.063 -3.035
H 3.575 -1.199 2.860
H -1.261 0.975 -3.724
H 1.388 1.964 5.268
H 2.597 2.021 -5.219
C 2.847 -3.103 3.478
P 2.015 -0.146 0.796
C -2.243 5.795 -2.059
C 3.543 -0.328 -1.561
H 6.841 0.339 0.344
C 5.938 -0.086 -1.558
H 3.189 3.010 -3.031
N -1.383 -0.332 3.468
C 4.752 -0.323 -2.237
C -1.456 -2.568 -2.330
C -2.466 -0.366 -1.878
C -0.282 1.402 -3.553
H 3.398 4.357 2.342
C -3.503 -0.809 -2.712
C 1.881 -4.053 3.280
```

Summary:
**LUMO level (spin up / spin down)**: -5.72 / -7.25 eV
**E**: -95124.5270 eV
**Relative energy (zero: lowest compared OMol25 entry of this formula, charge and spin)**: 0.000 eV
**⟨S²⟩**: 2.03
**Largest force on an atom**: 0.0103 Eh/bohr
**Total charge**: +2
**2S+1**: 3

Charges per atom according to Löwdin partitioning, unit e:
1. C -0.053
2. C -0.049
3. C -0.374
4. H 0.120
5. C -0.048
6. C -0.110
7. C -0.053
8. C -0.233
9. C -0.401
10. C -0.038
11. C -0.333
12. C -0.133
13. H 0.090
14. H 0.105
15. N 0.256
16. C -0.052
17. C -0.106
18. H 0.131
19. H 0.132
20. C -0.313
21. C -0.057
22. C -0.117
23. C -0.092
24. H 0.129
25. C 0.021
26. C -0.134
27. H 0.129
28. C -0.242
29. C -0.049
30. O 0.054
31. C -0.298
32. C -0.130
33. H 0.097
34. C -0.036
35. P 0.964
36. H 0.133
37. Au 0.703
38. C -0.064
39. H 0.108
40. C 0.014
41. C -0.122
42. H 0.131
43. H 0.118
44. C -0.153
45. C -0.039
46. H 0.130
47. C -0.078
48. H 0.132
49. C -0.089
50. H 0.117
51. C -0.083
52. H 0.115
53. C -0.109
54. H 0.105
55. H 0.117
56. O -0.569
57. C -0.097
58. H 0.121
59. C -0.077
60. C -0.266
61. C 0.021
62. H 0.115
63. H 0.128
64. S 1.031
65. N 0.229
66. H 0.130
67. C -0.428
68. H 0.115
69. H 0.116
70. H 0.088
71. C -0.115
72. H 0.087
73. H 0.128
74. H 0.133
75. C -0.072
76. C -0.047
77. H 0.114
78. H 0.110
79. H 0.109
80. H 0.119
81. H 0.116
82. C 0.021
83. P 0.993
84. C -0.049
85. C -0.070
86. H 0.117
87. C -0.045
88. H 0.117
89. N 0.033
90. C -0.053
91. C -0.039
92. C -0.162
93. C -0.068
94. H 0.121
95. C -0.082
96. C -0.132


No. 3
This record from OMol25 describes a cluster of 2 separate species, C3H10NO in total in a non-equilibrium geometry. The level of theory is wB97M-V/def2-TZVPD.

Geometry as XYZ:
```
15
C3H10NO, DFT wB97M-V/def2-TZVPD
H 0.259 0.115 1.728
C 0.484 0.308 -0.273
H -1.096 -1.065 -2.691
H 0.510 -0.792 -3.223
C 0.421 -0.750 -1.074
O -1.445 0.356 2.833
H -2.037 0.839 2.118
N 1.042 0.178 1.113
H 0.169 1.181 -0.694
H 0.778 -1.734 -0.966
C -0.229 -0.422 -2.492
H -0.445 0.671 -2.649
H 1.539 0.940 1.424
H 1.698 -0.578 1.243
H -1.648 0.755 3.604
```

Summary:
**LUMO level**: -3.39 eV
**E**: -6802.8277 eV
**Relative energy (zero: lowest compared OMol25 entry of this formula, charge and spin)**: 1.483 eV
**Largest force on an atom**: 0.1337 Eh/bohr
**Total charge**: +1

Charges per atom according to Löwdin partitioning, unit e:
1. H 0.097
2. C -0.076
3. H 0.081
4. H 0.082
5. C -0.052
6. O -0.035
7. H 0.138
8. N 0.241
9. H 0.089
10. H 0.102
11. C -0.055
12. H 0.095
13. H 0.133
14. H 0.177
15. H -0.017


No. 4
This record from OMol25 describes the molecule C4H7NO2S in a non-equilibrium geometry. The level of theory is wB97M-V/def2-TZVPD.

Geometry as XYZ:
```
15
C4H7NO2S, DFT wB97M-V/def2-TZVPD
H -0.561 2.462 2.216
C -0.513 -0.078 -1.659
C 0.635 -2.413 -2.156
C 0.058 -1.406 -1.792
H 0.164 0.622 -2.292
O 1.586 1.052 0.383
C 0.356 -0.309 2.213
H 0.939 -3.418 -2.056
O -0.676 0.415 -0.385
H -1.529 -0.190 -1.981
H -1.078 2.464 0.674
N -0.454 2.029 1.357
S 0.316 0.627 0.875
H 1.277 -0.854 2.274
H -0.519 -1.003 2.331
```

Summary:
**LUMO level**: 0.59 eV
**Structure (SMILES)**: C#CCO[S@](=C)(N)=O
**E**: -20675.8423 eV
**Relative energy (zero: lowest compared OMol25 entry of this formula, charge and spin)**: 6.894 eV
**Largest force on an atom**: 0.0772 Eh/bohr

Charges per atom according to Löwdin partitioning, unit e:
1. H 0.046
2. C -0.262
3. C 0.131
4. C -0.102
5. H 0.171
6. O -0.311
7. C -0.241
8. H 0.024
9. O -0.288
10. H 0.124
11. H 0.077
12. N -0.074
13. S 0.664
14. H 0.004
15. H 0.038


No. 5
This record from OMol25 describes a structure of composition C3H4O3 in a non-equilibrium geometry. The level of theory is wB97M-V/def2-TZVPD.

Geometry as XYZ:
```
10
C3H4O3, DFT wB97M-V/def2-TZVPD
H 0.012 2.359 -0.378
O -1.280 -1.370 0.122
H -0.589 1.002 0.869
C 0.970 -0.477 -0.059
O 1.628 -1.395 0.346
C 0.079 1.389 0.135
H -0.837 -1.842 0.851
H -0.783 -0.157 -1.401
O 1.334 0.835 -0.043
C -0.471 -0.388 -0.401
```

Summary:
**LUMO level**: 0.60 eV
**E**: -9315.1366 eV
**Relative energy (zero: lowest compared OMol25 entry of this formula, charge and spin)**: 3.564 eV
**Largest force on an atom**: 0.0516 Eh/bohr

Charges per atom according to Löwdin partitioning, unit e:
1. H 0.117
2. O 0.038
3. H 0.083
4. C -0.486
5. O 0.138
6. C -0.012
7. H 0.120
8. H 0.139
9. O 0.031
10. C -0.166